41
Properties=species:S:1:pos:R:3:lowdin_charge:R:1 method="wB97M-V/def2-TZVPD" lumo_energy_ev=0.46 total_energy_ev=-21141.7288 max_force_ev_per_a=1.91 smiles="CB(O)NC(=O)OCC[C@H](C)CCC=C(C)C" e_homo_ev=-7.52
C -0.466 -1.992 0.158 -0.347
H -3.491 2.142 -1.602 0.067
H 3.748 0.525 -1.723 0.136
H -2.229 -0.803 1.791 0.107
C -4.321 2.246 -0.910 -0.067
H -1.578 -3.676 -0.689 0.078
H 1.613 -0.627 -1.446 0.133
H -5.894 2.058 1.292 0.079
H -4.465 3.314 -0.692 0.076
C 1.849 -1.553 -0.907 -0.146
C -5.284 1.159 1.242 -0.054
H -5.218 1.905 -1.431 0.082
O 3.678 -0.224 1.133 0.139
H -1.716 -0.835 -1.217 0.110
C 3.729 -0.493 -0.034 -0.586
O 3.263 -1.632 -0.585 0.006
H -3.343 -1.085 0.462 0.113
C -4.084 1.429 0.339 -0.344
H -2.022 1.677 0.795 0.109
C -0.693 -3.089 -0.918 -0.069
H -4.879 0.934 2.222 0.071
H -0.682 0.147 -0.159 0.098
H 1.043 -0.664 0.852 0.110
H 6.590 2.720 0.279 0.065
H 1.516 -2.359 1.029 0.129
C 1.017 -1.645 0.378 -0.137
C -1.310 -0.744 -0.210 -0.171
H -5.871 0.308 0.880 0.075
O 3.754 2.668 -0.154 0.122
C 6.080 1.788 0.517 0.008
H 0.176 -3.743 -1.004 0.071
H 6.698 0.916 0.296 0.063
B 4.687 1.633 -0.198 -0.539
C -2.848 0.982 0.648 -0.108
H 1.685 -2.384 -1.584 0.114
H -0.829 -2.426 1.090 0.123
C -2.478 -0.494 0.768 -0.185
N 4.355 0.369 -0.921 0.211
H 5.900 1.777 1.597 0.074
H 3.105 2.390 0.513 0.111
H -0.785 -2.619 -1.898 0.074